Entry 1:
The following is a quantum chemistry calculation of an isolated molecule of C10H12NOP in a non-equilibrium geometry, from the OMol25 dataset.

Each line ends with the Löwdin charge.
Positions of all 25 atoms, in Å:
C: -0.88053 1.66824 -2.62895  -0.149
C: -2.15905 1.22848 -2.55174  -0.081
C: -0.04112 1.76390 -1.58093  -0.034
C: -2.57242 0.58092 -1.33613  -0.107
C: -0.35668 0.93551 -0.48715  -0.278
C: -1.66305 0.45477 -0.33571  -0.455
C: 3.07049 -1.84712 1.71945  -0.302
C: 0.55220 0.70900 0.65531  -0.208
C: 1.32114 -0.59269 0.39632  -0.187
C: 0.85149 -1.35698 2.57648  0.137
N: 1.81074 -1.26189 1.60642  -0.155
O: 3.43933 -2.55798 2.58269  0.116
P: -2.16298 -0.34340 1.25958  0.921
H: -0.65583 2.11390 -3.60302  0.111
H: -2.80047 1.21212 -3.50872  0.130
H: 0.98094 2.05662 -1.70066  0.109
H: -3.57932 0.24087 -1.12656  0.089
H: 3.53964 -1.43951 0.82196  0.126
H: 1.33068 1.61364 0.71810  0.163
H: 0.03881 0.67450 1.61012  0.039
H: 0.63796 -1.27364 -0.13142  0.124
H: 2.23551 -0.39359 -0.26543  0.139
H: 1.29133 -1.95759 3.37228  0.023
H: -3.13805 -0.93468 0.66663  -0.168
H: -1.09075 -1.29338 1.27107  -0.102

Relative energy (zero: lowest compared OMol25 entry of this formula, charge and spin): 4.963 eV
Orbital gap: 8.4 eV
F_max: 4.83 eV/A
E_HOMO: -8.675 eV
Lowest unoccupied orbital energy: -0.30 eV
Energy: -23386.3603 eV

---

Entry 2:
The following is a quantum chemistry calculation of an isolated ion of composition C4H11N2O and charge -1 in a non-equilibrium geometry, from the OMol25 dataset.

Each line ends with the Löwdin charge.
Positions of all 18 atoms, in Å:
N: 1.25272 -0.11142 -2.49784  -0.016
C: -0.06759 -0.60553 -1.94255  -0.299
C: -0.14139 -0.65053 -0.42323  -0.290
N: 0.23790 0.69835 0.09991  -0.095
C: 0.60252 0.55431 1.54317  -0.236
C: -0.73211 0.48901 2.37488  -0.515
O: -1.84323 0.72736 1.64509  -0.359
H: 0.92507 0.27109 -3.38205  0.039
H: 1.75439 -0.96378 -2.74812  0.038
H: -0.66912 -1.33946 -2.51362  0.094
H: -0.70478 0.28891 -2.07621  0.096
H: -1.19189 -0.85108 -0.08712  0.110
H: 0.43343 -1.50253 -0.03348  0.095
H: -0.76478 0.95227 0.29638  0.052
H: 1.25868 -0.30653 1.66080  0.079
H: 1.02353 1.52078 1.83067  0.077
H: -0.66729 1.25558 3.22995  0.070
H: -0.70607 -0.42680 3.02336  0.060

Relative energy (zero: lowest compared OMol25 entry of this formula, charge and spin): 2.171 eV
Structure (SMILES): NCCNCC[O-]
Net charge: -1
Orbital gap: 6.4 eV
F_max: 2.91 eV/A
E_HOMO: -2.592 eV
Lowest unoccupied orbital energy: 3.85 eV
Energy: -9352.3189 eV

---

Entry 3:
The following is a quantum chemistry calculation of a 2-piece molecular cluster, C4H16INSi3 overall, from the OMol25 dataset.

Each line ends with the Löwdin charge.
Positions of all 25 atoms, in Å:
C: 0.91111 -3.04983 0.26941  -0.248
C: -0.45616 1.38088 -1.71694  -0.182
C: 2.31819 0.50395 -0.60569  -0.177
C: 0.53336 2.45536 1.06842  -0.176
N: -0.30443 -0.31073 0.66712  -0.264
Si: -0.62887 -1.94824 0.17497  0.459
Si: -3.30768 0.96799 0.87630  0.182
Si: 0.53127 0.98576 -0.14605  0.373
I: -4.50853 -0.47188 -0.76426  0.155
H: 1.44360 -2.91276 1.20564  0.019
H: 0.64467 -4.09990 0.19513  0.013
H: 1.60676 -2.82980 -0.53511  0.012
H: -1.45677 1.73367 -1.48927  -0.012
H: 0.03582 2.14215 -2.31223  0.025
H: -0.55469 0.49369 -2.33343  0.019
H: 2.89162 1.37237 -0.90702  0.021
H: 2.82758 0.03901 0.23260  0.023
H: 2.32954 -0.20299 -1.43001  0.020
H: 1.09972 2.22974 1.96733  0.024
H: 0.98267 3.33233 0.61748  0.024
H: -0.47467 2.72237 1.37184  0.000
H: -1.63236 -2.41058 1.14030  -0.038
H: -1.14097 -1.88761 -1.19124  -0.042
H: -0.30202 -0.20855 1.67082  0.028
H: -3.38874 -0.02642 1.97387  -0.259

Relative energy (zero: lowest compared OMol25 entry of this formula, charge and spin): 0.790 eV
Orbital gap: 7.8 eV
F_max: 0.82 eV/A
E_HOMO: -8.531 eV
Lowest unoccupied orbital energy: -0.77 eV
Energy: -37633.1289 eV

---

Entry 4:
The following is a quantum chemistry calculation of C2H9NO4 as an isolated structure in a non-equilibrium geometry, from the OMol25 dataset.

Each line ends with the Löwdin charge.
Positions of all 16 atoms, in Å:
O: 1.45719 1.82120 -0.29802  0.182
C: 1.34332 0.63121 -0.43367  -0.434
N: 2.01431 -0.41897 -0.05025  0.165
C: -1.05470 0.95126 1.12968  -0.224
O: -2.07269 0.14456 0.77413  -0.101
H: 0.37262 0.30665 -1.12271  0.030
H: 3.01953 -0.24182 0.00760  0.114
H: -0.90943 1.84774 0.49612  0.094
H: -0.17061 0.29863 0.91045  0.059
H: -1.08868 1.17431 2.19577  0.104
H: -1.66747 -0.03615 -0.14483  0.028
H: -0.42099 -0.27397 -2.12800  0.111
O: -0.71408 0.05613 -1.26974  -0.036
H: 0.62703 -1.70310 -0.18963  -0.037
H: -0.80093 -2.18727 -0.12371  0.018
O: 0.06559 -2.37041 0.24681  -0.072

Relative energy (zero: lowest compared OMol25 entry of this formula, charge and spin): 6.404 eV
Orbital gap: 6.5 eV
F_max: 10.83 eV/A
E_HOMO: -9.745 eV
Lowest unoccupied orbital energy: -3.26 eV
Energy: -11894.4255 eV

---

Entry 5:
The following is a quantum chemistry calculation of a 9-piece molecular cluster, ClH16O8 overall, from the OMol25 dataset.

Each line ends with the Löwdin charge.
Positions of all 25 atoms, in Å:
Cl: -0.15809 0.30523 0.34389  0.103
O: -1.97016 -2.36803 1.09252  -0.092
H: -1.31542 -1.66902 0.93317  -0.084
H: -1.44210 -3.15678 1.24599  0.026
O: 0.81408 -2.11724 -1.76941  -0.094
H: 0.51658 -1.54546 -1.04504  -0.074
H: 1.73627 -1.87035 -1.89320  0.022
O: -2.09160 0.13264 -2.47454  -0.072
H: -1.24822 0.02970 -2.00578  -0.019
H: -2.17882 -0.66953 -2.99715  0.053
O: -0.92935 -0.03515 3.64301  -0.093
H: -1.00807 -0.14550 2.68250  -0.058
H: -1.18131 0.88042 3.79107  0.023
O: 1.26966 1.55051 -2.60454  -0.093
H: 2.10096 1.27017 -2.19635  -0.004
H: 0.66877 1.64967 -1.85442  -0.025
O: 2.57175 1.07472 2.17454  -0.090
H: 1.70248 1.03752 1.73756  -0.057
H: 2.44966 1.68720 2.90489  0.034
O: -3.29847 1.01162 -0.15738  -0.130
H: -2.47237 0.78088 0.28979  -0.088
H: -3.06643 0.81508 -1.08529  -0.018
O: 3.02425 0.32713 -0.58754  -0.102
H: 3.42572 0.73730 0.18858  0.019
H: 2.08020 0.28728 -0.35687  -0.085

Relative energy (zero: lowest compared OMol25 entry of this formula, charge and spin): 0.000 eV
Net charge: -1
Orbital gap: 10.1 eV
F_max: 0.43 eV/A
E_HOMO: -6.987 eV
Lowest unoccupied orbital energy: 3.09 eV
Energy: -29166.7040 eV

---

Entry 6:
The following is a quantum chemistry calculation of a 3-piece molecular cluster, C8H24BO7S2 overall, from the OMol25 dataset.

Each line ends with the Löwdin charge.
Positions of all 42 atoms, in Å:
B: -3.61499 -4.37684 -2.76671  -0.530
O: -2.12814 -4.09132 -2.73927  -0.246
C: -1.47846 -4.19415 -1.52780  -0.393
C: -0.57195 -2.97300 -1.28048  -0.098
H: -3.80928 -5.55196 -3.12937  -0.021
H: -4.15021 -4.16602 -1.67956  -0.014
H: -4.17183 -3.65241 -3.60350  -0.026
H: -0.81553 -5.07739 -1.50933  0.095
H: -2.16549 -4.31211 -0.68644  0.082
H: -1.03536 -2.10763 -1.73980  0.060
H: 0.37600 -3.15158 -1.77962  0.050
H: -0.43478 -2.78824 -0.21728  0.051
O: -2.36041 -0.27411 0.98392  -0.265
S: -2.07992 1.12461 0.92751  0.565
O: -2.34196 1.95983 2.06447  -0.291
O: -2.80466 1.73771 -0.35281  -0.263
C: -4.20108 1.42692 -0.53471  -0.248
C: -5.10517 2.21145 0.39647  -0.077
C: -0.42305 1.37639 0.39600  -0.128
H: -4.34754 0.35117 -0.42873  0.120
H: -4.40819 1.68488 -1.57082  0.121
H: -4.95207 1.92552 1.43581  0.069
H: -6.14827 2.02374 0.14020  0.078
H: -4.90666 3.28049 0.31333  0.080
H: -0.23995 0.76229 -0.48144  0.080
H: 0.22185 1.07119 1.21291  0.054
H: -0.27573 2.43047 0.18155  0.075
O: 2.60972 2.05608 0.86044  -0.277
S: 3.67270 1.96712 1.81480  0.571
O: 4.37383 3.14762 2.21638  -0.275
O: 4.71544 0.87689 1.30782  -0.262
C: 5.19666 0.99250 -0.04784  -0.249
C: 6.22136 2.09682 -0.21707  -0.074
C: 3.12001 1.10240 3.24428  -0.118
H: 4.34853 1.12365 -0.72119  0.115
H: 5.64260 0.02447 -0.26448  0.122
H: 5.78016 3.07945 -0.05872  0.071
H: 6.63251 2.06524 -1.22619  0.080
H: 7.03378 1.97779 0.49970  0.083
H: 2.61383 0.19294 2.93237  0.078
H: 2.43218 1.76533 3.76461  0.079
H: 3.97953 0.88178 3.87058  0.074

Net charge: -1
Orbital gap: 5.3 eV
F_max: 0.56 eV/A
E_HOMO: -3.347 eV
Lowest unoccupied orbital energy: 1.98 eV
Energy: -45364.2309 eV

---

- Which of these has the lowest energy?
  C8H24BO7S2